{"formula": "C51H87BrN7O5", "method": "wB97M-V/def2-TZVPD", "species": ["C", "C", "C", "C", "C", "C", "C", "C", "C", "C", "C", "C", "O", "O", "O", "C", "C", "C", "C", "C", "O", "C", "C", "O", "C", "Br", "N", "C", "C", "C", "C", "C", "C", "C", "H", "H", "H", "H", "H", "H", "H", "H", "H", "H", "H", "H", "H", "H", "H", "H", "H", "H", "H", "H", "H", "H", "H", "H", "H", "H", "H", "H", "H", "H", "H", "H", "H", "H", "H", "H", "H", "H", "H", "H", "H", "H", "H", "H", "H", "C", "C", "C", "C", "N", "H", "H", "H", "H", "H", "H", "H", "C", "C", "C", "C", "N", "H", "H", "H", "H", "H", "H", "H", "C", "C", "C", "C", "N", "H", "H", "H", "H", "H", "H", "H", "C", "C", "C", "C", "N", "H", "H", "H", "H", "H", "H", "H", "C", "C", "C", "C", "N", "H", "H", "H", "H", "H", "H", "H", "C", "C", "C", "C", "N", "H", "H", "H", "H", "H", "H", "H"], "positions_angstrom": [[7.568, -1.297, 3.135], [7.147, -2.378, 2.143], [6.625, -1.865, 0.773], [6.724, -0.364, 0.522], [6.250, -0.010, -0.893], [6.078, 1.511, -1.096], [4.682, 1.880, -1.582], [3.621, 1.890, -0.476], [2.442, 2.823, -0.872], [1.059, 2.280, -0.598], [0.597, 1.202, -1.357], [1.467, 0.562, -2.401], [1.563, 0.966, -3.502], [2.186, -0.507, -1.995], [1.617, -1.012, -0.767], [2.555, -1.929, -0.190], [2.317, -1.880, 1.310], [3.197, -0.887, 2.075], [-0.696, 0.700, -1.186], [-1.193, -0.421, -2.054], [-1.703, 0.194, -3.243], [-2.547, -0.635, -3.937], [-3.992, -0.503, -3.602], [-2.131, -1.394, -4.748], [-1.495, 1.292, -0.190], [-3.223, 0.605, 0.066], [-1.049, 2.329, 0.563], [-1.951, 2.877, 1.593], [-2.043, 2.025, 2.888], [-1.821, 2.956, 4.092], [-1.012, 0.887, 2.968], [0.205, 2.843, 0.376], [0.698, 3.974, 1.221], [1.821, 3.531, 2.198], [6.809, -0.534, 3.267], [8.516, -0.849, 2.864], [7.706, -1.768, 4.106], [8.026, -2.980, 1.947], [6.374, -2.987, 2.598], [5.588, -2.164, 0.629], [7.189, -2.349, -0.020], [7.757, -0.047, 0.626], [6.110, 0.200, 1.219], [5.282, -0.487, -1.049], [6.948, -0.424, -1.613], [6.342, 2.066, -0.201], [6.768, 1.823, -1.875], [4.714, 2.888, -1.994], [4.399, 1.206, -2.387], [4.110, 2.326, 0.390], [3.281, 0.890, -0.243], [2.605, 3.776, -0.393], [2.493, 2.998, -1.944], [3.567, -1.663, -0.468], [2.322, -2.926, -0.555], [1.281, -1.557, 1.425], [2.361, -2.876, 1.731], [4.139, -0.704, 1.568], [2.700, 0.063, 2.243], [3.430, -1.292, 3.054], [-0.388, -1.097, -2.331], [-1.948, -1.012, -1.550], [-4.573, -1.021, -4.351], [-4.190, -0.910, -2.615], [-4.273, 0.546, -3.616], [-1.673, 3.876, 1.864], [-2.933, 2.951, 1.143], [-3.033, 1.602, 2.994], [-2.290, 2.543, 4.979], [-2.239, 3.946, 3.934], [-0.761, 3.050, 4.313], [-0.867, 0.625, 4.008], [-0.064, 1.135, 2.501], [-1.403, -0.011, 2.496], [-0.074, 4.508, 1.743], [1.132, 4.696, 0.539], [1.513, 3.650, 3.228], [2.709, 4.124, 2.019], [2.100, 2.502, 1.999], [-5.696, -5.681, -2.242], [-4.826, -5.167, -3.383], [-3.402, -4.820, -2.930], [-3.418, -3.768, -1.914], [-3.441, -2.935, -1.125], [-5.828, -4.927, -1.463], [-6.688, -5.946, -2.603], [-5.257, -6.570, -1.784], [-5.290, -4.285, -3.830], [-4.762, -5.923, -4.166], [-2.797, -4.475, -3.770], [-2.910, -5.698, -2.509], [-5.125, -3.861, 2.000], [-5.899, -4.641, 3.058], [-6.485, -5.948, 2.513], [-7.428, -5.696, 1.425], [-8.175, -5.484, 0.582], [-5.770, -3.560, 1.173], [-4.701, -2.954, 2.432], [-4.305, -4.454, 1.590], [-6.701, -4.022, 3.457], [-5.239, -4.877, 3.893], [-7.013, -6.488, 3.299], [-5.691, -6.597, 2.139], [4.340, 6.532, -1.082], [5.475, 7.306, -1.744], [6.586, 6.388, -2.266], [7.158, 5.615, -1.165], [7.607, 5.030, -0.288], [4.694, 5.979, -0.209], [3.558, 7.209, -0.741], [3.888, 5.820, -1.779], [5.894, 8.010, -1.023], [5.079, 7.893, -2.574], [7.382, 6.963, -2.738], [6.191, 5.694, -3.009], [-9.306, -7.365, 5.395], [-9.853, -6.700, 6.651], [-10.001, -5.181, 6.509], [-8.718, -4.532, 6.236], [-7.712, -4.026, 6.025], [-8.302, -7.005, 5.169], [-9.246, -8.445, 5.527], [-9.944, -7.167, 4.531], [-9.197, -6.922, 7.494], [-10.831, -7.119, 6.889], [-10.408, -4.753, 7.426], [-10.685, -4.936, 5.695], [1.207, -5.603, -6.342], [0.156, -4.679, -6.947], [-0.842, -4.149, -5.910], [-1.583, -5.233, -5.266], [-2.161, -6.076, -4.748], [0.751, -6.495, -5.911], [1.913, -5.931, -7.105], [1.771, -5.094, -5.558], [-0.386, -5.209, -7.732], [0.647, -3.826, -7.417], [-1.562, -3.478, -6.377], [-0.325, -3.584, -5.134], [2.931, 10.457, -1.146], [1.451, 10.806, -1.039], [0.845, 10.392, 0.307], [0.944, 8.946, 0.511], [1.018, 7.812, 0.658], [3.085, 9.379, -1.079], [3.332, 10.786, -2.104], [3.512, 10.935, -0.356], [0.901, 10.320, -1.847], [1.318, 11.881, -1.166], [-0.208, 10.668, 0.357], [1.360, 10.889, 1.129]], "lumo_ev": -3.322, "max_force_ev_per_a": 1.32, "mol_weight_g_mol": 958.20, "charge": 1, "homo_energy_ha": -0.455}